1.
Here is the ion CH5N2S2 with charge +1 in a non-equilibrium geometry from the Open Molecules 2025 dataset. Energies are from ωB97M-V/def2-TZVPD.

Element x y z (Å)
N  -0.1221  -0.8738  -0.4633
C  0.0355  0.4111  -0.1563
N  -0.9867  1.2445  0.0412
S  1.6056  1.2412  -0.1698
S  2.7869  -0.4441  0.0133
H  0.7784  -1.3683  -0.4468
H  -1.0525  -1.2956  -0.0910
H  -0.8879  2.2605  0.0192
H  -1.9071  0.7861  -0.2361
H  2.3145  -0.8944  1.1994

Values from the calculation:
**Energy relative to the best compared isomer or geometry (same formula, charge and spin)**: 5.0 kcal per mole
**Molar mass**: 109.20 g mol⁻¹
**Max |F|**: 2.83 eV/A
**HOMO energy**: -0.5256 Ha
**SMILES**: NC(=[NH2+])SS
**Kohn-Sham gap**: 10.0 eV
**Total charge**: +1


2.
Here is the molecule CH5N3 from the Open Molecules 2025 dataset. Energies are from ωB97M-V/def2-TZVPD.

Element x y z (Å)
N  -0.7293  -0.9683  -0.9718
C  -0.0417  -0.2317  -0.1908
N  1.3022  -0.0831  -0.3114
N  -0.5515  0.5220  0.8921
H  -1.6875  -1.0028  -0.6395
H  1.8204  -0.5936  -0.9980
H  1.7679  0.4354  0.4064
H  -1.5379  0.4170  1.0273
H  -0.3425  1.5051  0.7858

Values from the calculation:
**Energy relative to the best compared isomer or geometry (same formula, charge and spin)**: 7.9 kcal per mole
**Molar mass**: 59.07 g mol⁻¹
**Max |F|**: 0.67 eV/A
**HOMO energy**: -0.3291 Ha
**SMILES**: N=C(N)N
**Kohn-Sham gap**: 9.9 eV
**Total charge**: 0


3.
Here is the molecule CH5N3 in a non-equilibrium geometry from the Open Molecules 2025 dataset. Energies are from ωB97M-V/def2-TZVPD.

Element x y z (Å)
H  1.2836  0.8061  -1.2234
N  0.7205  1.5023  -0.9176
C  -0.1460  1.0509  -0.0733
N  -0.3718  -0.1442  0.5940
N  0.0889  -1.3544  -0.0344
H  -0.7600  1.8248  0.3429
H  -1.3568  -0.1190  0.6512
H  1.0097  -1.5139  0.3193
H  -0.4681  -2.0527  0.3411

Values from the calculation:
**Energy relative to the best compared isomer or geometry (same formula, charge and spin)**: 55.9 kcal per mole
**Molar mass**: 59.07 g mol⁻¹
**Max |F|**: 4.09 eV/A
**HOMO energy**: -0.3337 Ha
**SMILES**: [H]/N=C\NN
**Kohn-Sham gap**: 10.0 eV
**Total charge**: 0